No. 1
This record from the Open Molecules 2025 dataset describes a molecular structure, C14H25F6InN6O5P2STe at a distorted geometry. The level of theory is wB97M-V/def2-TZVPD.

The spin multiplicity is 2. For the total energy, the calculation gives -3391.49283 hartree. As for the gap between HOMO and LUMO (alpha / beta): 6.9 / 5.2 eV. Its energy above the lowest of the compared OMol25 structures with the same formula, charge and spin is 36.4 kcal per mole. Its highest occupied orbital energy (alpha / beta) is -0.4163 / -0.4163 Eh. The expectation value of S² is 0.753. Its charge is +1.

Each line ends with the Mulliken spin population.
Positions of all 61 atoms, in Å:
In 0.135 0.403 1.266  0.003
C 2.305 3.940 -0.466  0.000
C 1.900 2.646 0.163  -0.001
N 0.737 2.542 0.903  0.000
N 0.000 3.628 1.107  0.000
C -1.233 3.398 1.513  0.000
N -2.009 4.524 1.540  0.000
S -1.906 1.867 2.010  0.001
C 2.632 1.450 -0.042  0.002
C 3.802 1.419 -0.843  0.000
C 4.437 0.192 -1.052  0.000
C 3.843 -0.966 -0.567  -0.001
C 2.710 -0.898 0.214  0.000
N 2.118 0.247 0.445  0.001
H 1.714 4.745 -0.100  0.000
H 2.440 3.829 -1.568  0.000
H 3.407 4.024 -0.110  0.000
H -1.626 5.448 1.505  0.000
H -2.850 4.462 2.028  0.000
H 4.117 2.344 -1.236  0.000
H 5.504 0.142 -1.463  0.000
H 4.300 -1.946 -0.694  0.000
H 2.279 -1.866 0.527  0.000
C -4.012 -1.078 5.381  0.000
O -4.725 -1.609 4.220  0.000
C -3.959 -1.962 3.110  0.000
O -3.998 -3.109 2.684  0.001
N -3.135 -0.953 2.734  0.003
N -2.328 -1.185 1.574  -0.011
H -3.709 -0.030 5.212  0.000
H -3.099 -1.675 5.514  0.000
H -4.754 -1.117 6.205  0.000
H -3.476 0.017 2.717  -0.001
H -2.855 -1.205 0.653  0.029
H -1.784 -2.059 1.699  0.002
F 0.421 -2.179 1.781  -0.003
P 1.110 -2.257 3.284  0.000
F 1.631 -2.210 4.785  0.000
F -0.404 -2.471 3.876  0.000
F 0.909 -0.479 3.200  0.000
F 2.640 -1.881 2.757  0.000
F 1.366 -3.843 3.068  0.000
C 1.299 -2.984 -4.203  -0.002
C 0.399 -2.767 -3.083  0.011
O -0.101 -1.368 -3.139  0.006
P -1.028 -0.603 -2.107  -0.010
O -0.486 -0.675 -0.639  -0.037
Te -3.309 -1.387 -2.368  1.018
O -0.819 0.878 -2.641  -0.026
C -1.379 1.318 -3.947  -0.009
C -0.246 1.447 -4.960  0.003
H 0.765 -3.035 -5.200  0.000
H 1.933 -3.839 -3.965  0.000
H 1.942 -2.124 -4.277  0.000
H 0.875 -2.842 -2.102  -0.001
H -0.429 -3.453 -3.073  -0.001
H -1.981 2.252 -3.852  0.002
H -2.136 0.524 -4.258  0.022
H 0.350 2.346 -4.877  0.001
H -0.748 1.419 -5.941  -0.001
H 0.505 0.604 -4.900  0.000



No. 2
This record from the Open Molecules 2025 dataset describes 11 unconnected molecules or ions with the total composition C33H33F11O33 at a distorted geometry. The level of theory is wB97M-V/def2-TZVPD.

For the total energy, the calculation gives -4858.90343 hartree. As for the gap between HOMO and LUMO: 10.0 eV. Its energy above the lowest of the compared OMol25 structures with the same formula, charge and spin is 48.9 kcal per mole. Its highest occupied orbital energy is -0.3925 Eh. The structure (SMILES) is O=C1OC[C@@H](F)O1.O=C1OC[C@@H](F)O1.O=C1OC[C@@H](F)O1.O=C1OC[C@@H](F)O1.O=C1OC[C@@H](F)O1.O=C1OC[C@@H](F)O1.O=C1OC[C@@H](F)O1.O=C1OC[C@@H](F)O1.O=C1OC[C@@H](F)O1.O=C1OC[C@@H](F)O1.O=C1OC[C@@H](F)O1.

Each line ends with the Löwdin charge.
Positions of all 110 atoms, in Å:
C 5.280 -12.044 19.492  -0.036
C 6.572 -12.080 20.304  -0.288
O 6.210 -12.852 21.412  0.134
C 4.864 -12.813 21.578  -0.567
O 4.255 -13.236 22.503  0.177
O 4.294 -12.347 20.470  0.074
F 6.988 -10.843 20.739  0.050
H 5.163 -12.841 18.753  0.142
H 5.128 -11.107 18.959  0.143
H 7.426 -12.494 19.767  0.149
C 10.144 -3.581 20.078  -0.069
C 9.206 -3.276 18.936  -0.285
O 10.033 -3.389 17.798  0.160
C 11.291 -3.750 18.134  -0.541
O 12.166 -4.072 17.404  0.172
O 11.409 -3.791 19.477  0.068
F 8.660 -2.025 19.005  0.060
H 9.885 -4.391 20.756  0.101
H 10.244 -2.718 20.746  0.146
H 8.330 -3.921 18.893  0.169
C 13.102 -10.802 25.932  -0.036
C 14.510 -10.664 25.319  -0.291
O 14.166 -10.206 24.028  0.156
C 13.116 -9.388 24.144  -0.555
O 12.642 -8.653 23.341  0.167
O 12.475 -9.685 25.309  0.051
F 15.214 -11.810 25.136  0.082
H 13.086 -10.729 27.015  0.142
H 12.708 -11.770 25.611  0.144
H 15.157 -10.037 25.940  0.177
C 9.284 -7.612 20.757  -0.016
C 10.250 -8.815 20.660  -0.270
O 10.944 -8.566 19.484  0.149
C 10.407 -7.549 18.796  -0.550
O 10.805 -7.112 17.761  0.170
O 9.339 -7.038 19.448  0.083
F 9.538 -9.984 20.654  0.055
H 9.731 -6.888 21.439  0.116
H 8.269 -7.923 20.981  0.138
H 10.949 -8.863 21.495  0.147
C 13.669 -5.444 23.472  -0.059
C 13.242 -5.603 22.023  -0.282
O 11.821 -5.723 22.195  0.106
C 11.456 -5.095 23.322  -0.570
O 10.363 -4.705 23.567  0.182
O 12.518 -4.974 24.142  0.085
F 13.792 -6.636 21.362  0.098
H 14.470 -4.703 23.478  0.142
H 14.020 -6.331 23.999  0.132
H 13.457 -4.741 21.389  0.173
C 13.469 -7.438 15.094  -0.041
C 12.843 -6.072 14.938  -0.315
O 11.648 -6.362 14.271  0.146
C 11.836 -7.483 13.545  -0.573
O 11.093 -7.893 12.716  0.179
O 12.974 -8.133 13.926  0.068
F 13.547 -5.178 14.174  0.067
H 13.028 -7.825 16.016  0.128
H 14.553 -7.478 15.080  0.143
H 12.688 -5.642 15.928  0.134
C 4.453 -7.350 23.365  -0.047
C 5.652 -7.602 22.464  -0.277
O 4.956 -8.092 21.314  0.111
C 3.818 -8.734 21.715  -0.559
O 3.263 -9.563 21.071  0.184
O 3.526 -8.351 22.952  0.092
F 6.420 -8.587 23.011  0.068
H 4.051 -6.349 23.211  0.141
H 4.638 -7.549 24.418  0.142
H 6.265 -6.748 22.189  0.138
C 6.986 -1.910 22.821  -0.062
C 6.097 -2.756 23.745  -0.237
O 6.364 -4.073 23.221  0.118
C 7.126 -3.987 22.133  -0.551
O 7.645 -4.917 21.591  0.157
O 7.141 -2.718 21.681  0.086
F 4.770 -2.580 23.507  0.069
H 7.918 -1.686 23.345  0.143
H 6.526 -0.948 22.604  0.146
H 6.268 -2.745 24.816  0.171
C 9.929 -9.587 15.440  -0.042
C 9.731 -10.335 16.725  -0.319
O 9.381 -11.648 16.332  0.134
C 9.996 -11.808 15.094  -0.535
O 9.958 -12.792 14.440  0.191
O 10.512 -10.645 14.683  0.087
F 8.687 -9.840 17.466  0.058
H 10.681 -8.810 15.530  0.116
H 8.965 -9.211 15.093  0.161
H 10.603 -10.267 17.380  0.167
C 9.866 -7.658 26.331  -0.029
C 9.454 -8.182 24.989  -0.317
O 8.516 -7.277 24.506  0.122
C 8.050 -6.553 25.561  -0.550
O 7.064 -5.880 25.495  0.166
O 8.723 -6.828 26.671  0.103
F 8.836 -9.407 25.130  0.063
H 10.745 -7.012 26.365  0.138
H 10.095 -8.446 27.045  0.141
H 10.302 -8.276 24.304  0.147
C 11.315 -12.015 22.210  -0.061
C 9.875 -12.180 22.727  -0.293
O 9.372 -13.055 21.764  0.132
C 10.069 -12.864 20.581  -0.536
O 9.727 -13.283 19.531  0.197
O 11.141 -12.088 20.807  0.074
F 9.244 -10.974 22.727  0.060
H 12.006 -12.801 22.527  0.144
H 11.775 -11.079 22.529  0.116
H 9.886 -12.554 23.751  0.171



No. 3
This record from the Open Molecules 2025 dataset describes C6H4O in the gas phase at a distorted geometry. The level of theory is wB97M-V/def2-TZVPD.

For the total energy, the calculation gives -306.18034 hartree. As for the gap between HOMO and LUMO: 9.6 eV. Its energy above the lowest of the compared OMol25 structures with the same formula, charge and spin is 19.6 kcal per mole. Its highest occupied orbital energy is -0.3140 Eh. The structure (SMILES) is C#Cc1ccco1.

Each line ends with the natural charge from an NBO analysis.
Positions of all 11 atoms, in Å:
C -3.112 0.883 0.215  -0.182
C -1.965 0.494 0.173  -0.065
C -0.618 0.043 0.143  0.175
C -0.059 -1.207 0.175  -0.254
C 1.355 -1.013 0.260  -0.321
C 1.552 0.338 0.259  0.109
O 0.376 0.989 0.189  -0.384
H -4.124 1.250 0.235  0.240
H -0.607 -2.145 0.199  0.237
H 2.129 -1.775 0.255  0.234
H 2.446 0.953 0.228  0.210



No. 4
This record from the Open Molecules 2025 dataset describes a molecular structure, C3H3NO2 at a distorted geometry. The level of theory is wB97M-V/def2-TZVPD.

For the total energy, the calculation gives -321.22899 hartree. As for the gap between HOMO and LUMO: 9.3 eV. Its energy above the lowest of the compared OMol25 structures with the same formula, charge and spin is 93.3 kcal per mole. Its highest occupied orbital energy is -0.3268 Eh.

Each line ends with the natural charge from an NBO analysis.
Positions of all 9 atoms, in Å:
C 0.657 0.235 -1.191  -0.437
C 0.727 0.696 0.095  0.104
C -0.460 -0.593 -0.852  0.682
N -0.494 0.255 0.550  -0.231
O -1.058 -1.576 -1.096  -0.489
O -0.536 -0.391 1.796  -0.568
H 1.152 0.469 -2.110  0.239
H 1.459 1.207 0.694  0.221
H -1.446 -0.302 2.114  0.480



No. 5
This record from the Open Molecules 2025 dataset describes 5 unconnected molecules or ions with the total composition C20H25N5 at a distorted geometry. The level of theory is wB97M-V/def2-TZVPD.

For the total energy, the calculation gives -1050.49365 hartree. As for the gap between HOMO and LUMO: 8.5 eV. Its energy above the lowest of the compared OMol25 structures with the same formula, charge and spin is 258.4 kcal per mole. Its highest occupied orbital energy is -0.2832 Eh. The structure (SMILES) is c1cc[nH]c1.c1cc[nH]c1.c1cc[nH]c1.c1cc[nH]c1.c1cc[nH]c1.

Each line ends with the natural charge from an NBO analysis.
Positions of all 50 atoms, in Å:
N 0.602 0.948 -0.513  -0.502
C 1.041 0.121 0.476  -0.075
C 1.871 0.985 1.375  -0.321
C 1.989 2.339 0.881  -0.315
C 1.076 2.279 -0.344  -0.155
H -0.035 0.771 -1.217  0.436
H 0.723 -0.766 0.231  0.214
H 2.340 0.489 2.248  0.226
H 2.477 3.353 1.213  0.259
H 0.718 3.022 -1.115  0.228
N 2.384 0.715 -4.432  -0.508
C 2.344 1.307 -5.711  -0.105
C 1.896 2.715 -5.409  -0.285
C 1.965 2.920 -3.987  -0.275
C 2.300 1.606 -3.362  -0.076
H 2.358 -0.346 -4.325  0.422
H 2.426 0.723 -6.701  0.228
H 1.676 3.496 -6.027  0.205
H 1.951 3.746 -3.551  0.178
H 2.475 1.630 -2.402  0.216
N -2.121 -0.046 -1.295  -0.527
C -1.943 0.690 -2.461  -0.112
C -1.161 -0.289 -3.400  -0.275
C -0.923 -1.580 -2.628  -0.315
C -1.503 -1.294 -1.214  -0.100
H -2.452 0.347 -0.350  0.467
H -2.208 1.612 -2.646  0.202
H -1.007 -0.155 -4.397  0.206
H -0.620 -2.491 -3.055  0.219
H -1.610 -1.788 -0.273  0.227
N -1.819 1.522 1.341  -0.529
C -1.993 0.342 2.010  -0.118
C -3.566 0.097 2.010  -0.301
C -4.168 1.209 1.216  -0.297
C -2.984 2.015 0.734  -0.150
H -0.900 1.914 1.041  0.455
H -1.229 -0.258 2.808  0.267
H -4.001 -0.756 2.423  0.216
H -5.231 1.417 1.029  0.238
H -2.961 2.865 0.042  0.228
N 1.149 -4.851 5.167  -0.486
C 2.027 -4.177 4.417  -0.059
C 1.506 -2.745 4.448  -0.317
C 0.199 -2.727 5.124  -0.305
C 0.032 -4.120 5.635  -0.113
H 1.027 -5.859 5.211  0.410
H 2.781 -4.616 3.989  0.195
H 2.166 -1.955 3.915  0.228
H -0.379 -1.874 5.462  0.229
H -0.685 -4.502 6.371  0.220



No. 6
This record from the Open Molecules 2025 dataset describes a molecular structure, C17H21FeN2S2. The level of theory is wB97M-V/def2-TZVPD.

The spin multiplicity is 6. For the total energy, the calculation gives -2829.97717 hartree. As for the gap between HOMO and LUMO (alpha / beta): 8.0 / 7.5 eV. Its highest occupied orbital energy (alpha / beta) is -0.2764 / -0.2888 Eh. The expectation value of S² is 8.765.

Each line ends with the natural charge from an NBO analysis.
Positions of all 43 atoms, in Å:
Fe -1.056 -0.286 1.098  1.385
C 1.843 0.344 2.308  -0.400
N 1.322 -0.110 1.000  -0.527
C 1.662 0.895 -0.036  -0.222
C 0.569 1.067 -1.065  -0.237
N -0.720 1.371 -0.430  -0.545
C -0.737 2.707 0.203  -0.422
C -1.848 1.259 -1.335  0.183
C -1.723 1.567 -2.684  -0.261
C -2.823 1.486 -3.524  -0.208
C -4.053 1.107 -3.006  -0.201
C -4.177 0.804 -1.658  -0.210
C -3.079 0.873 -0.803  -0.194
S -3.226 0.468 0.913  -0.267
C 1.844 -1.430 0.643  0.069
C 3.213 -1.668 0.742  -0.178
C 3.751 -2.897 0.405  -0.241
C 2.908 -3.905 -0.043  -0.197
C 1.550 -3.671 -0.157  -0.202
C 0.990 -2.433 0.175  -0.169
S -0.742 -2.219 -0.061  -0.266
H 2.908 0.582 2.263  0.183
H 1.680 -0.430 3.052  0.230
H 1.310 1.241 2.618  0.203
H 2.577 0.605 -0.556  0.215
H 1.871 1.841 0.462  0.201
H 0.445 0.152 -1.645  0.237
H 0.886 1.866 -1.748  0.193
H -0.611 3.489 -0.553  0.194
H 0.061 2.793 0.940  0.195
H -1.689 2.844 0.710  0.238
H -0.766 1.869 -3.091  0.213
H -2.715 1.718 -4.575  0.214
H -4.917 1.037 -3.654  0.216
H -5.129 0.493 -1.249  0.225
H 3.873 -0.881 1.083  0.203
H 4.816 -3.066 0.495  0.215
H 3.310 -4.875 -0.307  0.217
H 0.888 -4.452 -0.510  0.225
C -1.040 -0.524 3.136  -1.130
H -0.402 -1.338 3.481  0.211
H -2.085 -0.723 3.383  0.218
H -0.742 0.429 3.580  0.198



No. 7
This record from the Open Molecules 2025 dataset describes 2 unconnected molecules or ions with the total composition C9H14O at a distorted geometry. The level of theory is wB97M-V/def2-TZVPD.

For the total energy, the calculation gives -426.53247 hartree. As for the gap between HOMO and LUMO: 9.3 eV. Its energy above the lowest of the compared OMol25 structures with the same formula, charge and spin is 25.3 kcal per mole. Its highest occupied orbital energy is -0.3087 Eh. The structure (SMILES) is Cc1ccc(O)cc1.CC.

Each line ends with the natural charge from an NBO analysis.
Positions of all 24 atoms, in Å:
C -1.786 -0.146 -1.592  -0.635
C -0.820 0.044 0.695  -0.200
C -1.317 -0.788 -0.313  -0.052
C -0.201 -0.453 1.793  -0.235
C -1.287 -2.157 -0.140  -0.182
C -0.125 -1.875 1.969  0.292
C -0.726 -2.698 1.037  -0.302
O 0.321 -2.177 3.221  -0.678
H -0.915 1.098 0.574  0.209
H 0.229 0.079 2.633  0.225
H -2.144 0.884 -1.432  0.214
H -2.595 -0.593 -2.234  0.220
H -1.839 -2.787 -0.818  0.213
H -0.376 -3.727 0.926  0.211
H 0.725 -3.048 3.286  0.481
H -0.993 -0.090 -2.333  0.218
C 2.239 1.943 -1.398  -0.615
C 1.273 2.664 -0.409  -0.613
H 1.654 1.776 -2.327  0.202
H 3.129 2.535 -1.535  0.209
H 2.466 0.915 -1.075  0.209
H 1.868 3.431 0.113  0.203
H 0.759 2.073 0.334  0.205
H 0.460 3.096 -0.973  0.200



No. 8
This record from the Open Molecules 2025 dataset describes 2 unconnected molecules or ions with the total composition C4H8O2. The level of theory is wB97M-V/def2-TZVPD.

For the total energy, the calculation gives -307.63772 hartree. As for the gap between HOMO and LUMO: 9.8 eV. Its energy above the lowest of the compared OMol25 structures with the same formula, charge and spin is 46.9 kcal per mole. Its highest occupied orbital energy is -0.3330 Eh. The structure (SMILES) is C=C(C)O.C=O.

Each line ends with the natural charge from an NBO analysis.
Positions of all 14 atoms, in Å:
C 1.945 -0.013 -0.261  -0.664
C 0.578 0.249 -0.812  0.361
O 0.259 1.562 -0.745  -0.689
C -0.243 -0.701 -1.288  -0.574
C -1.880 -0.101 0.747  0.292
O -2.190 1.020 0.404  -0.579
H 1.996 0.317 0.782  0.224
H 2.199 -1.074 -0.321  0.218
H 2.688 0.564 -0.821  0.232
H -1.190 -0.451 -1.758  0.212
H 0.049 -1.744 -1.267  0.213
H -1.074 -0.294 1.476  0.123
H -2.414 -0.995 0.379  0.124
H -0.708 1.655 -0.669  0.506